Density functional theory data (ωB97M-V/def2-TZVPD) for an isolated ion of composition C5H12N and charge +1 at a distorted geometry.

Bonds (Å) are listed after each position.
Element x y z (Å)
1 N -1.0062 0.7241 1.5134  C3 1.533, H7 1.021, H12 1.021, H13 1.020
2 C 0.8250 -1.0201 -0.1512  C4 1.529, C5 1.332, H18 1.086
3 C -1.2559 -0.7209 1.0663  N1 1.533, C4 1.531, H8 1.087, H9 1.086
4 C -0.6847 -0.8788 -0.3458  C2 1.529, C3 1.531, H15 1.088, H16 1.087
5 C 1.6939 -0.1588 -0.6777  C2 1.332, C6 1.518, H17 1.089
6 C 1.3287 0.8457 -1.7555  C5 1.518, H10 1.089, H11 1.103, H14 1.086
7 H -0.1172 0.7407 2.0150  N1 1.021
8 H -0.8194 -1.3944 1.7988  C3 1.087
9 H -2.3365 -0.8226 1.0263  C3 1.086
10 H 0.8360 0.4790 -2.6548  C6 1.089
11 H 0.5972 1.5123 -1.2695  C6 1.103
12 H -1.7056 1.1165 2.1457  N1 1.021
13 H -1.0321 1.2788 0.6583  N1 1.020
14 H 2.1378 1.5078 -2.0504  C6 1.086
15 H -0.8794 0.0619 -0.8561  C4 1.088
16 H -1.1486 -1.7171 -0.8588  C4 1.087
17 H 2.5385 0.2775 -0.1454  C5 1.089
18 H 1.0285 -1.8315 0.5415  C2 1.086

Properties
**Max |F|**: 1.82 eV/Å
**Charge**: +1
**SMILES**: C/C=C\CC[NH3+]
**HOMO-LUMO gap**: 9.354 eV
**E_tot**: -6861.6742 eV
**E_HOMO**: -13.077 eV

***

Density functional theory data (ωB97M-V/def2-TZVPD) for an isolated ion of composition C5H12N and charge +1 at a distorted geometry.

Bonds (Å) are listed after each position.
Element x y z (Å)
1 N -1.2817 -0.5626 -0.9720  C3 1.490, H7 1.045, H8 1.039, H9 1.076
2 C -0.4810 1.2478 1.5906  C6 1.548, H10 0.998, H13 1.107, H16 1.157
3 C 0.1885 -0.3312 -1.0393  N1 1.490, C4 1.509, C5 1.381
4 C 1.0231 -0.3635 0.2178  C3 1.509, C6 1.538, H12 1.041, H17 1.114
5 C 0.6597 -0.2856 -2.3361  C3 1.381, H11 1.058, H18 1.086
6 C 0.4629 0.0204 1.5981  C2 1.548, C4 1.538, H14 1.092, H15 1.112
7 H -1.5460 -0.2708 -0.0044  N1 1.045
8 H -1.8287 -0.0275 -1.6754  N1 1.039
9 H -1.4670 -1.6121 -0.8267  N1 1.076
10 H -1.0948 1.2390 0.8034  C2 0.998
11 H 1.6041 -0.7099 -2.5540  C5 1.058
12 H 1.9123 0.0886 -0.0801  C4 1.041
13 H -1.0264 1.3584 2.5477  C2 1.107
14 H -0.0647 -0.8297 2.0367  C6 1.092
15 H 1.2347 0.2459 2.3669  C6 1.112
16 H 0.1988 2.1503 1.3436  C2 1.157
17 H 1.2486 -1.4534 0.2532  C4 1.114
18 H 0.2575 0.0959 -3.2701  C5 1.086

Properties
**Max |F|**: 4.93 eV/Å
**Charge**: +1
**SMILES**: C=C([NH3+])CCC
**HOMO-LUMO gap**: 9.916 eV
**E_tot**: -6860.6688 eV
**E_HOMO**: -13.937 eV

***

Density functional theory data (ωB97M-V/def2-TZVPD) for an isolated ion of composition C5H12N and charge +1 at a distorted geometry.

Bonds (Å) are listed after each position.
Element x y z (Å)
1 N -2.2108 -0.7102 0.9038  C6 1.471, H7 1.126, H8 0.998, H18 1.102
2 C 0.3342 0.8660 0.2587  C3 1.526, C4 1.469, H11 1.029
3 C -1.0525 1.2702 -0.2348  C2 1.526, C6 1.478, H12 1.007, H15 1.131
4 C 1.5100 0.6408 -0.5928  C2 1.469, C5 1.559, H16 1.096, H17 1.076
5 C 2.1568 -0.7593 -0.3660  C4 1.559, H9 1.072, H13 1.110, H14 1.089
6 C -1.3817 -0.1694 -0.1842  N1 1.471, C3 1.478, H10 1.148
7 H -2.0732 -0.1663 1.8799  N1 1.126
8 H -2.0389 -1.6785 1.0727  N1 0.998
9 H 1.3601 -1.4765 -0.3823  C5 1.072
10 H -1.2669 -0.8430 -1.1067  C6 1.148
11 H 0.4855 0.9028 1.2756  C2 1.029
12 H -1.6139 1.8319 0.3845  C3 1.007
13 H 2.6956 -0.7400 0.6042  C5 1.110
14 H 2.8840 -0.9372 -1.1564  C5 1.089
15 H -1.1287 1.8376 -1.2108  C3 1.131
16 H 2.2216 1.3986 -0.2443  C4 1.096
17 H 1.0298 0.7231 -1.5527  C4 1.076
18 H -3.2876 -0.4843 0.8450  N1 1.102

Properties
**Max |F|**: 5.12 eV/Å
**Charge**: +1
**HOMO-LUMO gap**: 8.981 eV
**E_tot**: -6859.7039 eV
**E_HOMO**: -12.789 eV

***

Density functional theory data (ωB97M-V/def2-TZVPD) for an isolated ion of composition C5H12N and charge +1 at a distorted geometry.

Bonds (Å) are listed after each position.
Element x y z (Å)
1 N -0.7113 0.5716 0.6562  C2 1.526, C3 1.540, H8 1.095, H9 1.030
2 C -1.6525 -0.2672 -0.2027  N1 1.526, C5 1.568, H7 1.154, H13 1.110
3 C 0.5814 0.6520 -0.1766  N1 1.540, C4 1.536, C6 1.518, H15 1.155
4 C 0.7233 -0.7996 -0.6576  C3 1.536, C5 1.588, H10 1.120, H11 1.140
5 C -0.7004 -1.4806 -0.4858  C2 1.568, C4 1.588, H14 1.116, H18 1.109
6 C 1.7342 1.2072 0.6401  C3 1.518, H12 1.132, H16 1.082, H17 1.081
7 H -2.5908 -0.5721 0.3957  C2 1.154
8 H -0.5248 0.0425 1.5963  N1 1.095
9 H -1.0567 1.4222 1.1232  N1 1.030
10 H 1.4195 -1.3491 0.0266  C4 1.120
11 H 1.0670 -0.8093 -1.7446  C4 1.140
12 H 2.6684 1.0909 0.0123  C6 1.132
13 H -1.9472 0.2833 -1.1201  C2 1.110
14 H -1.0733 -2.0221 -1.3871  C5 1.116
15 H 0.2587 1.3246 -1.0589  C3 1.155
16 H 1.6031 2.2454 0.9163  C6 1.082
17 H 1.8085 0.6156 1.5416  C6 1.081
18 H -0.7697 -2.1435 0.4008  C5 1.109

Properties
**Max |F|**: 2.67 eV/Å
**Charge**: +1
**SMILES**: C[C@H]1CCC[NH2+]1
**HOMO-LUMO gap**: 12.923 eV
**E_tot**: -6862.9215 eV
**E_HOMO**: -16.286 eV

***

Density functional theory data (ωB97M-V/def2-TZVPD) for an isolated ion of composition C5H12N and charge +2 at a distorted geometry.

Bonds (Å) are listed after each position.
Element x y z (Å)
1 N 3.1648 -0.4115 0.4343  C5 1.413, H12 0.984, H18 1.011
2 C 0.8082 0.7059 0.2116  C5 1.596, C6 1.592, H13 1.242, H14 1.140
3 C -2.6792 -0.6887 -0.4662  C4 1.550, H7 1.106, H8 1.089, H11 1.113
4 C -1.8889 0.4293 0.2611  C3 1.550, C6 1.507, H9 1.070, H15 1.016
5 C 1.9012 -0.3823 -0.1974  N1 1.413, C2 1.596, H10 1.147, H17 1.114
6 C -0.6126 0.6649 -0.5052  C2 1.592, C4 1.507, H16 1.075
7 H -3.5752 -1.1517 -0.0123  C3 1.106
8 H -1.8888 -1.4236 -0.3227  C3 1.089
9 H -2.5807 1.2444 0.3137  C4 1.070
10 H 1.3247 -1.3729 -0.1421  C5 1.147
11 H -2.8978 -0.5974 -1.5537  C3 1.113
12 H 3.7708 0.3588 0.5225  N1 0.984
13 H 0.5846 0.5558 1.4244  C2 1.242
14 H 1.3330 1.7163 0.2731  C2 1.140
15 H -1.5628 0.2462 1.2055  C4 1.016
16 H -0.6323 1.4180 -1.2726  C6 1.075
17 H 2.1083 -0.1486 -1.2670  C5 1.114
18 H 3.3227 -1.1626 1.0931  N1 1.011

Properties
**Max |F|**: 4.99 eV/Å
**Spin multiplicity**: 2
**Charge**: +2
**HOMO-LUMO gap (spin up / spin down)**: 8.293 / 7.245 eV
**Expectation value of S²**: 0.755
**E_tot**: -6845.3384 eV
**E_HOMO (spin up / spin down)**: -20.193 / -20.190 eV

***

Density functional theory data (ωB97M-V/def2-TZVPD) for a 2-piece molecular cluster, C5H12N2 overall at a distorted geometry.

Bonds (Å) are listed after each position.
Element x y z (Å)
1 N 0.1952 -1.4322 2.1319  H9 1.018, H10 1.019, H14 1.140
2 N 1.9774 -2.1916 0.5075  C7 1.194
3 C 0.0876 0.7187 -0.4850  C4 1.530, C5 1.530, C6 1.548, H13 1.096
4 C 0.1338 1.4696 -1.8168  C3 1.530, H11 1.092, H17 1.090, H19 1.090
5 C -1.1844 1.0738 0.2881  C3 1.530, H8 1.092, H12 1.090, H18 1.090
6 C 0.1928 -0.8071 -0.7248  C3 1.548, C7 1.469, H15 1.095, H16 1.091
7 C 1.0329 -1.5044 0.2584  N2 1.194, C6 1.469
8 H -2.0677 0.8267 -0.3038  C5 1.092
9 H 0.3390 -0.5733 2.6595  N1 1.018
10 H -0.6155 -1.9586 2.4530  N1 1.019
11 H -0.6987 1.1707 -2.4565  C4 1.092
12 H -1.2375 0.5193 1.2249  C5 1.090
13 H 0.9521 1.0335 0.1099  C3 1.096
14 H 1.1634 -2.0281 2.0502  N1 1.140
15 H -0.8059 -1.2558 -0.6985  C6 1.095
16 H 0.6192 -1.0175 -1.7072  C6 1.091
17 H 0.0647 2.5456 -1.6546  C4 1.090
18 H -1.2134 2.1403 0.5117  C5 1.090
19 H 1.0649 1.2704 -2.3480  C4 1.090

Properties
**Max |F|**: 4.53 eV/Å
**SMILES**: CC(C)CC#N.N
**HOMO-LUMO gap**: 9.933 eV
**E_tot**: -8358.1943 eV
**E_HOMO**: -9.043 eV

***

Among the records above, which one has the lowest E_tot? C5H12N2

***

Among the records above, which one has the lowest max |F|? number 1